# 1
{"formula": "C25H46Cl2CuN3O6Si", "method": "ωB97M-V with the def2-TZVPD basis set", "elements": ["C", "C", "H", "H", "H", "C", "C", "H", "H", "H", "H", "Cu", "Cl", "C", "O", "N", "C", "C", "H", "H", "H", "H", "H", "H", "H", "H", "H", "C", "C", "N", "H", "C", "O", "H", "H", "H", "H", "H", "H", "C", "C", "N", "H", "C", "O", "H", "H", "H", "H", "O", "C", "C", "C", "H", "C", "H", "C", "H", "C", "C", "H", "H", "H", "Si", "Cl", "C", "C", "C", "H", "H", "H", "H", "H", "H", "H", "H", "H", "C", "O", "C", "O", "H", "H", "H"], "xyz": [[3.14, -2.36, -2.52], [2.65, -1.63, -3.74], [2.78, -3.39, -2.54], [2.76, -1.89, -1.61], [4.24, -2.42, -2.48], [2.73, -2.19, -4.96], [3.26, -3.56, -5.23], [2.42, -1.64, -5.85], [2.82, -4.32, -4.57], [4.36, -3.62, -5.14], [3.03, -3.86, -6.26], [1.59, 1.01, 0.46], [2.97, 2.28, -0.58], [-0.12, 3.04, 1.08], [-0.26, 1.80, 1.00], [-1.15, 3.90, 0.94], [-2.49, 3.34, 0.88], [-0.91, 5.23, 0.38], [0.83, 3.55, 1.29], [-2.68, 2.75, 1.79], [-2.63, 2.69, 0.00], [-3.17, 4.19, 0.83], [-0.04, 5.69, 0.86], [-1.81, 5.83, 0.56], [-0.73, 5.18, -0.70], [-3.09, 2.33, 6.14], [-1.80, 1.83, 8.24], [-3.01, 1.27, 5.86], [-1.75, 0.78, 7.93], [-1.85, 0.67, 6.49], [-2.95, 1.15, 4.78], [-0.95, -0.03, 5.77], [-0.98, -0.19, 4.54], [-0.81, 0.32, 8.25], [-0.15, -0.47, 6.40], [-3.94, 0.80, 6.22], [-2.57, 0.25, 8.42], [0.31, -4.37, 3.84], [-0.10, -3.38, 0.82], [-0.69, -4.71, 3.51], [-0.90, -4.08, 1.12], [-1.24, -3.83, 2.50], [-1.37, -4.71, 4.38], [-2.12, -2.83, 2.82], [-2.84, -2.26, 2.03], [-1.77, -3.91, 0.48], [-2.05, -2.56, 3.91], [-0.61, -5.73, 3.10], [-0.53, -5.11, 1.02], [1.27, -0.21, -2.34], [2.11, -0.21, -3.47], [0.64, -0.03, -5.55], [1.55, 0.55, -4.66], [0.36, -1.08, -5.41], [0.11, 0.72, -6.61], [2.98, 0.34, -3.10], [1.99, 1.86, -4.88], [-0.64, 0.27, -7.27], [0.53, 2.04, -6.80], [1.49, 2.61, -5.95], [2.73, 2.26, -4.19], [0.10, 2.65, -7.61], [1.83, 3.63, -6.08], [-0.44, -0.12, -1.74], [0.43, -1.35, -0.16], [-1.50, -0.68, -3.25], [-0.44, 1.76, -2.04], [-2.06, -0.35, -0.60], [-1.35, -0.02, -4.10], [-2.57, -0.66, -3.03], [-1.24, -1.70, -3.55], [-2.25, -1.41, -0.35], [-2.96, 0.00, -1.12], [-1.98, 0.19, 0.35], [-0.50, 1.95, -3.12], [0.50, 2.21, -1.72], [-1.27, 2.29, -1.58], [2.33, -0.25, 4.45], [1.84, -0.24, 3.10], [1.67, 0.93, 2.50], [1.57, 2.00, 3.09], [3.42, -0.34, 4.42], [1.86, -1.09, 4.96], [2.05, 0.67, 4.95]], "lowdin_spin": [0.00, 0.00, 0.00, 0.00, 0.00, 0.00, 0.00, 0.00, 0.00, 0.00, 0.00, 0.49, 0.05, 0.00, 0.05, 0.00, 0.00, 0.00, 0.00, 0.00, 0.00, 0.00, 0.00, 0.00, 0.00, 0.00, 0.00, 0.00, 0.00, 0.00, 0.00, 0.00, 0.00, 0.00, 0.00, 0.00, 0.00, 0.00, 0.00, 0.00, 0.00, 0.00, 0.00, 0.00, 0.00, 0.00, 0.00, 0.00, 0.00, 0.00, 0.00, 0.00, 0.00, 0.00, 0.00, 0.00, 0.00, 0.00, 0.00, 0.00, 0.00, 0.00, 0.00, 0.00, 0.01, 0.00, 0.00, 0.00, 0.00, 0.00, 0.00, 0.00, 0.00, 0.00, 0.00, 0.00, 0.00, 0.02, 0.05, 0.23, 0.08, 0.00, 0.00, 0.00], "spin_multiplicity": 2, "energy_ev": -120990.5213, "largest_force_ha_per_bohr": 0.049, "total_charge": -1, "s2": 0.75, "homo_energy_ev": [-4.52, -4.52]}


# 2
{"formula": "C24H27BN4O11Ta", "method": "ωB97M-V with the def2-TZVPD basis set", "elements": ["O", "B", "O", "O", "Ta", "H", "H", "H", "H", "H", "H", "H", "C", "C", "C", "C", "C", "C", "N", "O", "O", "H", "H", "H", "H", "H", "C", "C", "C", "C", "C", "C", "N", "O", "O", "H", "H", "H", "H", "H", "C", "C", "C", "C", "C", "C", "N", "O", "O", "H", "H", "H", "H", "H", "C", "C", "C", "C", "C", "C", "N", "O", "O", "H", "H", "H", "H", "H"], "xyz": [[-6.16, 0.80, 6.57], [-5.37, -0.36, 6.42], [-5.93, -1.54, 6.88], [-4.16, -0.23, 5.85], [-3.43, -1.87, 4.75], [-5.66, 1.40, 7.14], [-5.91, -1.55, 7.85], [-1.76, -1.75, 5.60], [-2.75, -0.77, 3.42], [-5.06, -2.01, 3.86], [-3.89, -3.03, 6.12], [-2.88, -3.39, 3.82], [-2.38, -3.62, -2.90], [-3.62, -3.26, -2.39], [-3.71, -2.58, -1.19], [-2.55, -2.28, -0.51], [-1.31, -2.64, -0.99], [-1.23, -3.31, -2.20], [-2.62, -1.54, 0.77], [-3.71, -1.25, 1.20], [-1.55, -1.29, 1.29], [-2.31, -4.15, -3.85], [-4.52, -3.50, -2.94], [-4.68, -2.30, -0.78], [-0.42, -2.39, -0.44], [-0.26, -3.60, -2.58], [2.14, 2.91, 1.94], [3.45, 2.71, 1.54], [3.89, 1.45, 1.19], [3.00, 0.39, 1.25], [1.69, 0.57, 1.66], [1.26, 1.83, 2.00], [3.46, -0.95, 0.85], [4.62, -1.07, 0.50], [2.66, -1.85, 0.86], [1.80, 3.90, 2.20], [4.14, 3.55, 1.49], [4.91, 1.29, 0.88], [1.01, -0.27, 1.70], [0.24, 1.98, 2.32], [-0.38, 6.59, -2.59], [-1.40, 6.86, -1.69], [-1.17, 6.77, -0.33], [0.09, 6.41, 0.11], [1.12, 6.13, -0.76], [0.88, 6.22, -2.13], [0.34, 6.33, 1.56], [-0.59, 6.55, 2.30], [1.46, 6.03, 1.92], [-0.56, 6.66, -3.65], [-2.38, 7.14, -2.05], [-1.96, 6.98, 0.37], [2.09, 5.84, -0.40], [1.67, 6.00, -2.82], [5.08, -3.19, -3.43], [4.94, -2.98, -4.80], [3.86, -3.52, -5.48], [2.94, -4.26, -4.78], [3.06, -4.49, -3.42], [4.14, -3.94, -2.74], [1.77, -4.82, -5.48], [1.68, -4.61, -6.68], [0.97, -5.44, -4.82], [5.91, -2.75, -2.90], [5.67, -2.39, -5.33], [3.75, -3.36, -6.54], [2.33, -5.08, -2.89], [4.25, -4.11, -1.68]], "nbo_charge": [-0.94, 1.26, -0.93, -1.05, 2.04, 0.48, 0.49, -0.48, -0.45, -0.49, -0.46, -0.44, -0.19, -0.21, -0.19, 0.02, -0.14, -0.23, 0.53, -0.34, -0.38, 0.22, 0.21, 0.25, 0.24, 0.21, -0.19, -0.22, -0.22, 0.07, -0.20, -0.19, 0.52, -0.41, -0.37, 0.23, 0.21, 0.24, 0.27, 0.24, -0.18, -0.21, -0.21, 0.08, -0.21, -0.21, 0.52, -0.36, -0.39, 0.22, 0.22, 0.25, 0.25, 0.22, -0.18, -0.21, -0.22, 0.08, -0.21, -0.20, 0.52, -0.38, -0.38, 0.22, 0.22, 0.24, 0.25, 0.24], "energy_ev": -56025.6380, "largest_force_ha_per_bohr": 0.053, "total_charge": -1, "homo_energy_ev": -4.50}


Repeat the second record exactly.
{"formula": "C24H27BN4O11Ta", "method": "ωB97M-V with the def2-TZVPD basis set", "elements": ["O", "B", "O", "O", "Ta", "H", "H", "H", "H", "H", "H", "H", "C", "C", "C", "C", "C", "C", "N", "O", "O", "H", "H", "H", "H", "H", "C", "C", "C", "C", "C", "C", "N", "O", "O", "H", "H", "H", "H", "H", "C", "C", "C", "C", "C", "C", "N", "O", "O", "H", "H", "H", "H", "H", "C", "C", "C", "C", "C", "C", "N", "O", "O", "H", "H", "H", "H", "H"], "xyz": [[-6.16, 0.80, 6.57], [-5.37, -0.36, 6.42], [-5.93, -1.54, 6.88], [-4.16, -0.23, 5.85], [-3.43, -1.87, 4.75], [-5.66, 1.40, 7.14], [-5.91, -1.55, 7.85], [-1.76, -1.75, 5.60], [-2.75, -0.77, 3.42], [-5.06, -2.01, 3.86], [-3.89, -3.03, 6.12], [-2.88, -3.39, 3.82], [-2.38, -3.62, -2.90], [-3.62, -3.26, -2.39], [-3.71, -2.58, -1.19], [-2.55, -2.28, -0.51], [-1.31, -2.64, -0.99], [-1.23, -3.31, -2.20], [-2.62, -1.54, 0.77], [-3.71, -1.25, 1.20], [-1.55, -1.29, 1.29], [-2.31, -4.15, -3.85], [-4.52, -3.50, -2.94], [-4.68, -2.30, -0.78], [-0.42, -2.39, -0.44], [-0.26, -3.60, -2.58], [2.14, 2.91, 1.94], [3.45, 2.71, 1.54], [3.89, 1.45, 1.19], [3.00, 0.39, 1.25], [1.69, 0.57, 1.66], [1.26, 1.83, 2.00], [3.46, -0.95, 0.85], [4.62, -1.07, 0.50], [2.66, -1.85, 0.86], [1.80, 3.90, 2.20], [4.14, 3.55, 1.49], [4.91, 1.29, 0.88], [1.01, -0.27, 1.70], [0.24, 1.98, 2.32], [-0.38, 6.59, -2.59], [-1.40, 6.86, -1.69], [-1.17, 6.77, -0.33], [0.09, 6.41, 0.11], [1.12, 6.13, -0.76], [0.88, 6.22, -2.13], [0.34, 6.33, 1.56], [-0.59, 6.55, 2.30], [1.46, 6.03, 1.92], [-0.56, 6.66, -3.65], [-2.38, 7.14, -2.05], [-1.96, 6.98, 0.37], [2.09, 5.84, -0.40], [1.67, 6.00, -2.82], [5.08, -3.19, -3.43], [4.94, -2.98, -4.80], [3.86, -3.52, -5.48], [2.94, -4.26, -4.78], [3.06, -4.49, -3.42], [4.14, -3.94, -2.74], [1.77, -4.82, -5.48], [1.68, -4.61, -6.68], [0.97, -5.44, -4.82], [5.91, -2.75, -2.90], [5.67, -2.39, -5.33], [3.75, -3.36, -6.54], [2.33, -5.08, -2.89], [4.25, -4.11, -1.68]], "nbo_charge": [-0.94, 1.26, -0.93, -1.05, 2.04, 0.48, 0.49, -0.48, -0.45, -0.49, -0.46, -0.44, -0.19, -0.21, -0.19, 0.02, -0.14, -0.23, 0.53, -0.34, -0.38, 0.22, 0.21, 0.25, 0.24, 0.21, -0.19, -0.22, -0.22, 0.07, -0.20, -0.19, 0.52, -0.41, -0.37, 0.23, 0.21, 0.24, 0.27, 0.24, -0.18, -0.21, -0.21, 0.08, -0.21, -0.21, 0.52, -0.36, -0.39, 0.22, 0.22, 0.25, 0.25, 0.22, -0.18, -0.21, -0.22, 0.08, -0.21, -0.20, 0.52, -0.38, -0.38, 0.22, 0.22, 0.24, 0.25, 0.24], "energy_ev": -56025.6380, "largest_force_ha_per_bohr": 0.053, "total_charge": -1, "homo_energy_ev": -4.50}